[1]
Computed, not measured: the molecule C9H9N3OS, with ωB97M-V/def2-TZVPD.

Summary:
E_tot = -985.86555 Eh
molecular weight = 207.26 g/mol
energy above the lowest of the compared OMol25 structures with the same formula, charge and spin = 103.6 kcal per mole
largest force on an atom = 6.03 eV/A
frontier orbital gap (alpha / beta) = 7.01 / 7.01 eV
multiplicity = 1

Cartesian coordinates (Å):
C: -1.443 -2.278 2.610
C: -1.622 -2.634 1.333
C: -0.886 -1.036 2.980
C: -0.218 -0.618 0.794
C: 0.790 -0.106 -0.015
C: -0.980 -1.787 0.356
C: 1.386 2.684 -1.678
C: 0.232 2.335 -0.641
C: 2.164 1.507 -1.327
N: -0.395 -0.197 2.052
N: -1.193 -2.251 -0.884
N: 0.986 1.003 -0.552
O: -0.959 -2.225 -3.354
S: -0.814 -1.469 -2.154
H: -1.791 -2.861 3.434
H: -2.152 -3.464 0.995
H: -0.930 -0.599 3.940
H: 1.041 2.735 -2.746
H: 1.686 3.675 -1.294
H: 0.165 2.987 0.128
H: -0.638 2.072 -1.163
H: 2.500 0.815 -2.187
H: 3.070 1.711 -0.628



[2]
Computed, not measured: C40H42GeN4O6S3Tc as an isolated structure, with ωB97M-V/def2-TZVPD.

Summary:
E_tot = -5571.97282 Eh
molecular weight = 941.61 g/mol
charge = +1
energy above the lowest of the compared OMol25 structures with the same formula, charge and spin = 60.9 kcal per mole
largest force on an atom = 6.71 eV/A
frontier orbital gap = 7.82 eV
multiplicity = 1

Cartesian coordinates (Å):
Tc: 1.019 0.191 -0.409
O: 2.916 2.167 1.155
S: 2.325 1.216 2.319
O: 1.832 2.067 3.348
O: 1.336 0.345 1.740
C: 3.884 0.554 2.823
C: 4.479 1.108 3.945
C: 5.782 0.748 4.257
C: 6.480 -0.127 3.434
C: 5.871 -0.667 2.312
C: 4.571 -0.307 1.999
S: 3.675 -1.150 0.693
O: 2.715 -1.928 1.437
O: 4.638 -1.906 -0.063
O: 3.089 -0.102 -0.158
H: 3.916 1.802 4.551
H: 6.252 1.165 5.135
H: 7.501 -0.389 3.667
H: 6.375 -1.359 1.655
S: 2.291 2.273 -0.380
C: 1.577 3.900 -0.235
C: 1.858 4.806 -1.251
C: 1.424 6.113 -1.139
C: 0.725 6.516 -0.013
C: 0.444 5.604 0.993
C: 0.859 4.287 0.887
H: 2.424 4.484 -2.112
H: 1.660 6.821 -1.917
H: 0.413 7.544 0.085
H: -0.093 5.922 1.873
H: 0.667 3.580 1.685
N: 2.422 0.043 -4.337
C: 1.106 0.049 -4.681
C: 0.409 0.075 -3.510
N: 1.288 0.097 -2.461
C: 2.496 0.069 -2.993
H: 3.202 0.035 -4.976
H: 0.774 0.036 -5.699
H: -0.648 0.086 -3.343
H: 3.411 0.060 -2.436
C: 2.847 -4.563 -0.799
C: 1.328 -4.612 -0.995
N: 0.566 -4.099 0.136
C: 0.176 -5.073 1.144
C: 1.317 -5.357 2.122
C: 0.400 -2.786 0.336
C: -0.367 -2.332 1.531
N: 0.813 -1.886 -0.508
H: 3.348 -4.681 -1.758
H: 3.184 -5.363 -0.145
H: 3.165 -3.622 -0.357
H: 1.019 -5.649 -1.151
H: 1.041 -4.052 -1.893
H: -0.125 -5.991 0.632
H: -0.696 -4.700 1.678
H: 2.051 -6.023 1.675
H: 0.932 -5.825 3.025
H: 1.818 -4.426 2.384
H: -1.382 -2.722 1.530
H: -0.406 -1.247 1.516
H: 0.157 -2.647 2.429
H: 1.424 -2.260 -1.226
C: -0.772 0.504 -0.578
Ge: -2.734 0.560 -0.651
C: -3.408 2.271 0.095
C: -4.776 2.439 0.286
C: -5.266 3.583 0.890
C: -4.390 4.572 1.307
C: -3.029 4.418 1.105
C: -2.539 3.273 0.501
C: -3.368 -0.849 0.604
C: -3.598 -0.466 1.920
C: -3.999 -1.389 2.869
C: -4.198 -2.711 2.506
C: -3.972 -3.104 1.197
C: -3.546 -2.180 0.255
C: -3.271 0.417 -2.566
C: -2.974 1.511 -3.373
C: -3.305 1.510 -4.716
C: -3.934 0.409 -5.273
C: -4.244 -0.680 -4.475
C: -3.919 -0.673 -3.129
H: -5.451 1.657 -0.038
H: -6.329 3.698 1.039
H: -4.770 5.459 1.792
H: -2.346 5.191 1.423
H: -1.478 3.133 0.342
H: -3.477 0.571 2.201
H: -4.170 -1.077 3.888
H: -4.530 -3.431 3.238
H: -4.130 -4.133 0.909
H: -3.350 -2.499 -0.758
H: -2.493 2.375 -2.932
H: -3.082 2.371 -5.329
H: -4.192 0.403 -6.321
H: -4.749 -1.533 -4.903
H: -4.191 -1.514 -2.511



[3]
Computed, not measured: C44H39N5O5SiTb as an isolated structure, with ωB97M-V/def2-TZVPD.

Summary:
E_tot = -3464.05431 Eh
expectation value of S² = 12.6800
molecular weight = 904.84 g/mol
charge = +1
energy above the lowest of the compared OMol25 structures with the same formula, charge and spin = 0.0 kcal per mole
largest force on an atom = 2.66 eV/A
frontier orbital gap (alpha / beta) = 8.41 / 8.41 eV
multiplicity = 7

Cartesian coordinates (Å):
Tb: -0.084 -0.204 -0.349
C: -2.776 1.043 1.481
C: -3.107 -0.433 1.222
C: -3.449 -0.731 -0.217
C: -4.728 -1.125 -0.577
C: -5.009 -1.414 -1.903
C: -4.000 -1.299 -2.844
C: -2.757 -0.888 -2.412
N: -2.484 -0.596 -1.137
N: -1.332 1.361 1.371
C: -0.651 1.112 2.646
C: 0.854 1.188 2.509
C: 1.661 1.267 3.627
C: 3.034 1.312 3.449
C: 3.554 1.297 2.162
C: 2.677 1.214 1.101
N: 1.352 1.154 1.274
C: -1.169 2.773 0.993
C: -1.434 2.988 -0.469
C: -1.964 4.176 -0.937
C: -2.121 4.348 -2.304
C: -1.751 3.320 -3.156
C: -1.240 2.165 -2.602
N: -1.084 1.991 -1.286
H: -3.134 1.340 2.470
H: -3.303 1.661 0.755
H: -3.949 -0.728 1.845
H: -2.273 -1.070 1.528
H: -5.493 -1.213 0.183
H: -6.002 -1.731 -2.196
H: -4.163 -1.526 -3.888
H: -1.941 -0.783 -3.121
H: -0.920 0.115 2.995
H: -0.973 1.828 3.409
H: 1.221 1.292 4.618
H: 3.694 1.366 4.307
H: 4.620 1.341 1.982
H: 3.016 1.184 0.074
H: -0.144 3.070 1.200
H: -1.822 3.410 1.597
H: -2.246 4.954 -0.238
H: -2.532 5.271 -2.696
H: -1.845 3.402 -4.232
H: -0.934 1.348 -3.242
O: -0.708 -2.423 -0.009
C: 0.408 -2.451 0.593
O: 0.744 -1.461 1.324
C: 1.394 -3.505 0.266
C: 0.967 -4.837 0.042
C: 1.851 -5.770 -0.444
C: 3.145 -5.360 -0.734
C: 3.603 -4.051 -0.504
C: 2.719 -3.135 0.021
N: 4.077 -6.336 -1.326
O: 5.247 -6.008 -1.419
O: 3.627 -7.427 -1.634
H: -0.064 -5.110 0.232
H: 1.558 -6.792 -0.635
H: 4.621 -3.788 -0.752
H: 3.035 -2.115 0.198
O: 1.487 0.314 -1.711
Si: 2.131 0.046 -3.191
C: 1.732 -1.742 -3.589
C: 2.446 -2.556 -4.472
C: 2.092 -3.890 -4.657
C: 1.013 -4.436 -3.967
C: 0.286 -3.649 -3.083
C: 0.664 -2.324 -2.909
C: 1.362 1.104 -4.528
C: 0.457 0.572 -5.455
C: -0.151 1.381 -6.415
C: 0.155 2.735 -6.475
C: 1.066 3.282 -5.576
C: 1.659 2.474 -4.615
C: 3.969 0.299 -3.225
C: 4.740 0.012 -2.089
C: 6.125 0.120 -2.109
C: 6.770 0.518 -3.274
C: 6.030 0.799 -4.415
C: 4.642 0.692 -4.391
H: 3.305 -2.154 -5.005
H: 2.664 -4.511 -5.335
H: 0.752 -5.480 -4.107
H: -0.545 -4.061 -2.522
H: 0.100 -1.706 -2.230
H: 0.222 -0.489 -5.432
H: -0.845 0.950 -7.126
H: -0.300 3.361 -7.234
H: 1.317 4.334 -5.630
H: 2.369 2.917 -3.918
H: 4.248 -0.313 -1.174
H: 6.703 -0.107 -1.221
H: 7.850 0.606 -3.293
H: 6.533 1.107 -5.324
H: 4.078 0.923 -5.290



[4]
Computed, not measured: C16H34N3OPSSiTc as an isolated structure, with ωB97M-V/def2-TZVPD.

Summary:
E_tot = -1979.31191 Eh
expectation value of S² = 3.7992
molecular weight = 473.59 g/mol
largest force on an atom = 2.40 eV/A
frontier orbital gap (alpha / beta) = 6.27 / 6.07 eV
multiplicity = 4

Cartesian coordinates (Å):
Tc: 0.054 0.065 0.041
Si: 2.353 0.295 -0.473
P: -0.310 0.433 -2.207
N: -0.030 -1.713 -0.472
H: -0.170 2.280 1.746
C: -2.103 0.624 -2.461
H: -2.302 0.806 -3.524
H: -2.487 1.459 -1.862
H: -2.605 -0.296 -2.136
C: 0.364 1.931 -3.000
H: -0.017 1.948 -4.030
H: 1.460 1.898 -3.015
H: 0.029 2.828 -2.464
C: 0.091 -0.852 -3.439
H: -0.104 -0.438 -4.438
H: -0.547 -1.728 -3.276
H: 1.142 -1.147 -3.358
C: 3.083 2.042 -0.332
H: 2.837 2.465 0.649
H: 2.709 2.696 -1.128
H: 4.175 1.955 -0.421
H: 3.128 -0.532 0.497
H: 2.824 -0.153 -1.821
C: -0.043 -3.042 -0.641
C: -1.166 -5.194 -0.428
C: -1.202 -3.814 -0.322
C: 1.129 -3.717 -1.122
C: 1.142 -5.097 -1.212
C: 0.003 -5.839 -0.863
H: -2.053 -5.771 -0.168
H: -2.082 -3.267 0.018
H: 1.988 -3.087 -1.375
H: 2.051 -5.596 -1.553
H: 0.027 -6.928 -0.929
C: -0.888 2.691 0.986
O: -1.154 1.604 0.118
C: -2.205 3.120 1.619
H: -2.194 4.197 1.810
H: -2.384 2.614 2.570
H: -3.046 2.909 0.951
C: -0.258 3.868 0.255
H: -0.849 4.120 -0.633
H: 0.775 3.678 -0.050
H: -0.253 4.732 0.930
C: -1.109 1.220 5.399
N: -1.250 0.480 4.151
C: -0.286 -0.185 3.521
S: -0.738 -1.009 2.073
N: 0.974 -0.246 4.016
C: 1.255 -0.733 5.377
H: -0.065 1.502 5.544
H: -1.450 0.625 6.257
H: -1.713 2.129 5.334
H: -2.156 0.456 3.677
H: 1.631 -0.599 3.312
H: 1.791 -1.686 5.305
H: 1.895 -0.007 5.894
H: 0.331 -0.882 5.950



[5]
Computed, not measured: C16H10CrN3O2S9Sb as an isolated structure, with ωB97M-V/def2-TZVPD.

Summary:
E_tot = -5798.95682 Eh
expectation value of S² = 0.8168
molecular weight = 738.63 g/mol
charge = -1
energy above the lowest of the compared OMol25 structures with the same formula, charge and spin = 16.4 kcal per mole
largest force on an atom = 2.40 eV/A
frontier orbital gap (alpha / beta) = 4.88 / 4.82 eV
multiplicity = 2

Cartesian coordinates (Å):
Cr: 0.466 -0.092 0.271
S: 1.586 -3.781 3.541
Sb: 0.875 -3.060 1.517
S: -0.837 -1.314 1.669
S: 2.322 -1.183 0.680
S: 0.421 -4.473 -0.204
O: 0.885 0.431 -7.140
N: 0.207 -0.141 -6.289
O: -0.695 -0.921 -6.578
C: 0.490 0.138 -4.931
C: 1.362 1.189 -4.689
C: 1.709 1.586 -3.393
C: 2.545 2.679 -3.067
C: 2.804 2.939 -1.743
C: 2.259 2.116 -0.753
N: 1.439 1.112 -1.020
C: 1.146 0.859 -2.314
C: 0.234 -0.196 -2.540
N: -0.262 -0.781 -1.412
C: -1.092 -1.825 -1.570
C: -1.443 -2.312 -2.811
C: -0.981 -1.697 -3.965
C: -0.112 -0.604 -3.853
H: 1.777 1.715 -5.536
H: 2.961 3.283 -3.860
H: 3.420 3.771 -1.439
H: 2.494 2.284 0.290
H: -1.485 -2.289 -0.673
H: -2.081 -3.178 -2.867
H: -1.279 -2.062 -4.932
C: 0.583 5.180 2.051
S: 2.107 4.184 2.106
C: 1.607 2.823 3.105
C: 0.713 1.876 2.736
S: -0.251 1.944 1.298
S: 0.424 0.589 3.907
C: 1.522 1.168 5.140
S: 1.731 0.438 6.580
S: 2.362 2.630 4.676
H: 0.788 5.988 1.356
H: 0.387 5.572 3.044
H: -0.235 4.562 1.692



[6]
Computed, not measured: a 2-piece molecular cluster, H2N2O3S overall, with ωB97M-V/def2-TZVPD.

Summary:
E_tot = -734.46846 Eh
molecular weight = 110.09 g/mol
energy above the lowest of the compared OMol25 structures with the same formula, charge and spin = 45.8 kcal per mole
largest force on an atom = 2.50 eV/A
frontier orbital gap (alpha / beta) = 7.73 / 7.68 eV
multiplicity = 1

Cartesian coordinates (Å):
N: 1.447 -0.096 0.259
N: -1.553 0.597 0.093
O: -2.591 0.574 0.687
O: -1.155 1.363 -0.754
O: 0.163 -1.942 -0.816
S: 0.122 -1.077 0.326
H: 1.461 0.808 0.695
H: 2.106 -0.226 -0.491